The following is a DFT calculation (ωB97M-V/def2-TZVPD) of 13 unconnected molecules or ions with the total composition C57H126B3F27N7O3P2S.

```
226
Properties=species:S:1:pos:R:3:forces:R:3:lowdin_charge:R:1
C 4.70782 -3.52436 -0.83273 0.7 -1.5 0.7 -0.103
C 4.63002 -2.37159 0.13485 -1.6 1.3 -0.5 -0.181
C 3.93353 -1.11290 -0.54097 0.5 -0.1 0.1 -0.077
N 4.46849 0.24795 -0.16539 0.2 -2.1 1.5 -0.263
C 5.96970 0.26216 -0.39877 -1.4 1.1 -0.1 0.066
C 3.73045 1.28372 -0.90028 -0.8 -0.5 -1.6 -0.120
C 3.71124 2.45701 0.00048 -0.9 1.8 1.4 -0.116
C 4.39714 2.05826 1.32680 -2.1 -1.8 -1.4 -0.101
C 4.15478 0.53625 1.27544 -0.4 -0.2 1.7 -0.080
H 5.29614 -3.20499 -1.65919 0.6 0.1 -0.9 0.069
H 3.82814 -4.02083 -1.23170 -0.5 0.6 0.1 0.050
H 5.24422 -4.36974 -0.33781 -0.1 0.6 -0.3 0.099
H 5.63241 -2.17920 0.48134 0.4 0.3 -0.1 0.098
H 4.09498 -2.59666 1.04574 -0.3 -0.2 0.2 0.077
H 2.88801 -0.96162 -0.29416 -0.2 -0.8 0.1 0.099
H 3.99175 -1.11228 -1.63148 0.2 -0.4 -0.1 0.117
H 6.08152 -0.03746 -1.41743 0.5 -0.2 -0.6 0.089
H 6.44583 -0.35382 0.32243 0.3 -0.7 0.4 0.089
H 6.34244 1.26097 -0.24812 0.0 0.4 -0.2 0.108
H 4.26129 1.39560 -1.81690 0.6 0.5 -0.7 0.102
H 2.73294 0.92494 -1.25650 0.6 0.0 0.9 0.136
H 4.14538 3.33391 -0.41873 0.8 0.6 -0.5 0.113
H 2.71126 2.84506 0.24998 0.0 -0.7 -0.1 0.119
H 5.40807 2.19377 1.27422 2.7 0.8 0.1 0.075
H 3.98031 2.57632 2.13957 -0.4 0.3 1.1 0.074
H 4.78386 -0.12740 1.92301 -0.4 0.7 -0.5 0.141
H 3.07559 0.28512 1.55519 1.3 0.3 -0.9 0.161
C 0.46933 5.08095 -0.78513 0.7 0.3 -1.1 -0.077
C 0.57384 4.19385 -2.11411 -1.4 0.9 1.5 -0.170
C -0.40025 4.88632 -3.11191 0.7 -2.1 -1.1 -0.102
N -0.53892 4.04407 -4.37935 0.0 -0.6 -1.6 -0.233
C 0.67520 4.17037 -5.31293 -0.7 0.3 0.7 0.042
C -1.78355 4.46510 -5.18158 2.8 0.7 -0.7 -0.087
C -2.08546 3.29908 -6.06885 -2.5 -0.1 -1.1 -0.162
C -1.56723 2.03809 -5.44475 0.7 -0.3 0.7 -0.147
C -0.93046 2.53456 -4.15567 2.2 -0.1 -0.5 -0.069
H 1.18385 5.94779 -0.81218 -0.7 -0.7 -0.1 0.088
H 0.69992 4.52815 0.11948 0.1 -0.3 0.0 0.049
H -0.56327 5.45714 -0.70045 0.4 -0.1 0.1 0.059
H 0.13926 3.20165 -1.87867 0.3 0.5 -0.1 0.091
H 1.61814 4.04562 -2.43673 -0.5 0.3 -0.1 0.104
H -0.08427 5.85052 -3.49344 0.1 0.3 0.3 0.138
H -1.43841 4.88832 -2.78665 0.4 0.4 0.8 0.094
H 0.54242 3.32287 -5.99316 0.5 0.6 -0.2 0.096
H 1.57122 4.05646 -4.70879 0.0 -0.2 -0.1 0.076
H 0.72610 5.19234 -5.80437 -0.4 -1.4 0.5 0.131
H -1.46985 5.35233 -5.75647 -0.5 -0.2 0.3 0.138
H -2.43745 4.74015 -4.42082 -1.8 0.2 0.9 0.100
H -1.69367 3.44011 -7.06650 0.2 0.2 -0.2 0.116
H -3.18143 3.17188 -6.20386 0.6 0.5 0.0 0.137
H -0.75705 1.61854 -6.06879 -0.7 -0.3 0.2 0.113
H -2.34775 1.27767 -5.19411 0.9 0.6 -0.4 0.120
H -0.01571 1.91510 -3.98202 -0.7 0.8 0.6 0.129
H -1.63058 2.55909 -3.36184 -0.4 -0.2 1.1 0.098
C -2.34006 -3.52547 5.18854 0.8 -1.1 -0.4 -0.068
C -1.83028 -4.40576 3.94552 -1.5 1.9 0.2 -0.202
C -0.58682 -3.73121 3.36142 -0.1 0.8 -0.8 -0.093
N 0.07136 -4.46301 2.12532 -1.7 0.6 1.5 -0.245
C -0.94069 -4.53237 1.03390 0.7 0.5 -0.8 0.026
C 0.61310 -5.81549 2.38048 2.0 -0.3 2.1 -0.119
C 1.55600 -6.05572 1.21168 -1.9 2.2 -0.4 -0.109
C 2.12167 -4.63274 0.95767 0.2 -0.2 -1.5 -0.127
C 1.26738 -3.68255 1.77728 1.9 -1.3 1.3 -0.123
H -2.45823 -2.55571 4.72331 0.0 0.6 0.6 0.044
H -1.54949 -3.56289 5.97991 -0.6 0.5 -0.7 0.087
H -3.29379 -3.81101 5.70426 0.8 -0.1 -1.0 0.085
H -2.68270 -4.49786 3.22094 0.9 0.2 0.4 0.120
H -1.59807 -5.35916 4.28039 0.5 -2.0 0.6 0.074
H 0.21162 -3.51978 4.10183 -0.3 -0.7 -0.4 0.123
H -0.84614 -2.70988 2.95581 0.2 -1.0 0.2 0.130
H -1.50332 -5.44201 1.14174 -1.0 0.2 0.6 0.106
H -0.49841 -4.69154 0.04451 0.5 0.5 0.3 0.111
H -1.42027 -3.54921 1.02141 -0.5 -0.6 -0.1 0.098
H -0.11263 -6.58639 2.43828 -1.1 -0.3 0.1 0.119
H 1.16175 -5.81675 3.37982 -0.6 0.3 -1.2 0.174
H 0.84914 -6.26151 0.39986 0.8 -0.7 -0.2 0.107
H 2.27177 -6.80273 1.40828 0.7 -0.9 0.0 0.112
H 2.04273 -4.35102 -0.14664 0.6 -0.5 1.5 0.125
H 3.13481 -4.62488 1.37029 0.0 0.4 -0.6 0.109
H 1.07363 -2.74439 1.34857 -0.7 1.2 -0.7 0.113
H 1.82282 -3.54462 2.72215 -0.6 0.2 -0.4 0.104
C -3.60008 -0.37124 1.94930 -0.9 0.9 -0.9 -0.094
C -3.69640 0.83640 2.86957 -1.0 0.2 1.6 -0.220
C -2.44589 1.66141 2.65203 0.0 1.4 -1.0 -0.113
N -2.26521 2.92239 3.48172 -1.0 -0.7 2.4 -0.238
C -2.18926 2.57693 4.96826 -0.8 1.3 -0.8 0.052
C -1.03045 3.62992 3.12692 1.2 1.2 -0.6 -0.110
C -1.29581 5.14758 3.33635 1.2 1.8 -0.7 -0.110
C -2.70621 5.27847 3.85032 -0.7 -1.2 0.5 -0.179
C -3.34539 4.01533 3.31503 0.0 -0.7 -0.5 -0.070
H -2.78712 -0.99666 2.22155 0.8 -0.6 0.2 0.043
H -3.43085 -0.03866 0.89199 -0.2 -0.3 1.1 0.060
H -4.51315 -0.95400 2.02696 -0.1 -0.1 -0.2 0.075
H -3.85075 0.50719 3.95119 0.8 0.1 -1.1 0.125
H -4.64561 1.38861 2.74942 0.5 0.1 -0.7 0.109
H -2.37201 2.09802 1.61651 -0.3 -1.0 0.7 0.125
H -1.58840 1.01361 2.83910 0.3 0.3 0.0 0.130
H -1.45557 1.83079 5.12679 1.2 -0.2 0.1 0.071
H -3.09860 2.15163 5.35281 -0.7 0.1 -0.3 0.093
H -2.02824 3.55078 5.44109 0.4 -0.6 0.4 0.112
H -0.08590 3.23441 3.55834 -1.0 0.1 0.0 0.118
H -1.01052 3.52166 2.06665 0.6 -0.3 -0.9 0.106
H -0.56901 5.72844 3.97588 -0.5 -1.0 -0.7 0.139
H -1.29341 5.68789 2.29433 0.2 -1.1 1.9 0.154
H -2.94436 5.33801 4.89574 0.8 0.1 0.9 0.105
H -3.17211 6.14420 3.47273 -0.7 0.9 -0.8 0.109
H -4.26238 3.64555 3.79819 0.3 0.3 -0.4 0.145
H -3.42561 4.20032 2.24802 -0.5 -0.7 -0.2 0.108
C -7.89916 0.46379 1.06646 0.3 -0.4 -0.8 -0.083
C -7.67625 0.06526 -0.40866 0.0 0.8 0.0 -0.213
C -6.18455 -0.17895 -0.57219 -0.6 0.7 -1.1 -0.122
N -5.64199 -0.31334 -2.02460 0.9 0.2 0.0 -0.206
C -5.85894 0.93146 -2.84317 -1.5 -1.0 0.1 0.033
C -6.16007 -1.56179 -2.74584 2.0 0.3 0.8 -0.057
C -5.34341 -2.67439 -2.04798 -1.2 -0.3 -1.0 -0.148
C -3.90197 -2.15026 -2.02868 -1.0 0.9 1.4 -0.102
C -4.14233 -0.58054 -1.87920 0.4 -1.4 -1.2 -0.079
H -7.45468 1.43304 1.22943 0.2 0.3 0.3 0.073
H -7.46879 -0.27376 1.75102 0.0 0.1 -0.1 0.079
H -8.94759 0.53822 1.26446 -0.7 0.0 0.2 0.068
H -8.04638 0.88533 -1.06605 0.4 -0.5 0.5 0.122
H -8.27229 -0.79513 -0.63746 -0.3 -0.7 -0.2 0.098
H -5.88843 -1.07527 -0.08187 0.1 -0.8 0.3 0.102
H -5.70895 0.63226 -0.00648 0.5 0.0 -0.9 0.111
H -5.39948 1.74739 -2.37939 0.6 1.1 0.9 0.040
H -6.94089 1.10338 -2.88371 0.3 0.0 -0.1 0.106
H -5.47134 0.85727 -3.85045 0.2 -0.6 -0.1 0.104
H -5.87696 -1.48240 -3.80641 -0.3 0.1 0.5 0.126
H -7.19403 -1.55046 -2.56446 -1.5 -0.4 -0.1 0.107
H -5.51718 -3.62620 -2.56790 0.4 0.2 0.0 0.123
H -5.79276 -2.82462 -1.06294 0.4 0.0 0.1 0.100
H -3.37034 -2.28018 -2.97899 -0.1 -0.4 0.6 0.088
H -3.40237 -2.57357 -1.11274 0.0 0.5 -1.2 0.116
H -3.60956 -0.16231 -2.75618 -0.4 0.4 1.0 0.115
H -3.88845 -0.20966 -0.91000 0.7 0.5 0.0 0.069
C -1.85111 -4.88659 -6.85110 0.2 -1.0 -2.1 -0.092
C -0.63740 -3.92623 -7.14148 -1.3 1.4 0.2 -0.210
C -0.17547 -3.40681 -5.78847 1.5 -0.8 -1.1 -0.144
N 0.82904 -2.26981 -5.75259 0.1 -0.5 -0.1 -0.202
C 0.75328 -1.24595 -6.91459 0.0 -1.6 0.9 0.071
C 0.65705 -1.59102 -4.39397 -1.1 -0.4 0.5 -0.084
C 1.46268 -2.41155 -3.37823 -1.1 -0.7 0.7 -0.166
C 2.26762 -3.41203 -4.16792 0.8 -0.5 -1.1 -0.160
C 2.18804 -2.95235 -5.64464 -0.5 0.1 0.6 -0.080
H -2.71800 -4.46362 -6.31471 0.8 0.1 -0.4 0.055
H -1.55051 -5.85086 -6.31595 -0.2 1.2 -0.9 0.090
H -2.18472 -5.11671 -7.93790 0.1 -0.2 2.0 0.100
H -1.02605 -2.94252 -7.57132 0.1 -1.7 -0.3 0.111
H 0.07455 -4.40844 -7.85463 -0.3 0.5 0.9 0.120
H 0.28765 -4.21767 -5.21264 -0.5 0.4 0.1 0.129
H -1.02839 -3.00412 -5.34680 -1.5 0.2 1.0 0.085
H -0.27791 -0.94011 -7.01969 -0.3 0.0 -0.1 0.086
H 1.14519 -1.70890 -7.83016 -0.2 0.1 0.4 0.116
H 1.35920 -0.41680 -6.61419 0.5 0.4 0.1 0.078
H 1.08591 -0.62995 -4.48761 0.6 1.1 -0.1 0.092
H -0.42485 -1.45440 -4.10702 1.1 -0.3 -0.7 0.121
H 2.06590 -1.76643 -2.74590 0.0 0.0 -0.2 0.081
H 0.82493 -3.02736 -2.70107 0.1 0.9 -0.4 0.117
H 3.31064 -3.43972 -3.85198 0.0 0.0 -0.1 0.111
H 1.86253 -4.42015 -4.04093 0.1 0.1 -0.1 0.103
H 2.86951 -2.15787 -5.76196 1.1 0.7 -0.3 0.083
H 2.31789 -3.71331 -6.42248 -0.3 0.2 0.2 0.144
C 0.61648 -0.04045 4.99328 -1.1 -0.7 0.7 -0.091
C 2.07557 -0.28466 5.19195 1.6 -0.9 1.4 -0.198
C 2.66039 0.86225 6.05250 -1.4 0.0 0.1 -0.119
N 4.03442 0.70794 6.60870 -1.0 0.0 0.3 -0.289
C 4.94860 0.58421 5.51085 2.3 0.6 -1.0 0.016
C 4.14922 -0.40399 7.64421 0.2 0.7 0.6 -0.044
C 5.24175 0.10050 8.63293 0.0 0.9 -2.0 -0.109
C 5.50848 1.62387 8.27672 -0.5 -0.5 0.0 -0.103
C 4.33192 1.95092 7.30980 0.6 1.4 2.4 -0.128
H 0.02535 -0.26064 5.90041 0.2 0.0 -0.2 0.094
H 0.22752 -0.65599 4.18480 0.0 -0.1 -0.1 0.070
H 0.41855 0.97868 4.72894 0.1 0.7 -0.3 0.043
H 2.52878 -0.26613 4.22769 0.5 0.0 -0.7 0.081
H 2.32671 -1.34722 5.61961 -0.7 2.1 -0.6 0.136
H 1.99862 1.03169 6.90934 0.1 -0.3 0.2 0.137
H 2.67066 1.85072 5.57521 -0.1 -0.6 -0.4 0.103
H 4.65880 -0.26983 4.97523 0.0 -1.2 -1.0 0.077
H 6.00483 0.51323 5.83347 -0.6 -0.3 0.2 0.134
H 4.93475 1.48249 4.87439 -0.5 -0.3 0.3 0.118
H 4.43117 -1.34533 7.17203 -0.3 0.2 -0.2 0.120
H 3.17157 -0.48536 8.13688 0.2 0.0 -0.3 0.141
H 6.07521 -0.54845 8.48629 1.0 -0.1 0.0 0.100
H 4.96898 0.01222 9.64400 -0.7 -0.2 1.2 0.091
H 6.46020 1.81863 7.75246 -0.3 -0.3 0.5 0.110
H 5.47458 2.21957 9.22037 0.0 -0.2 -1.0 0.123
H 4.51487 2.81954 6.65746 -0.1 -0.7 -0.1 0.142
H 3.44402 2.17957 7.90859 0.1 0.1 -0.1 0.142
P -0.44643 -0.30527 -0.66208 0.8 1.6 -0.4 0.215
F -1.60825 0.78714 -0.66562 -0.2 0.2 0.0 -0.135
F -1.04467 -0.96191 -2.03050 0.2 0.0 0.8 -0.139
F 0.48985 0.70567 -1.57653 -0.2 -0.6 0.4 -0.176
F 0.74120 -1.40182 -0.63476 0.0 -0.2 0.0 -0.167
F 0.19628 0.37854 0.71054 -0.2 -0.4 -0.6 -0.186
F -1.34680 -1.25050 0.25719 -0.3 -0.9 0.3 -0.155
P -3.81156 3.80365 -0.89768 -1.0 -3.0 -0.7 0.280
F -4.28843 2.49249 0.00640 -0.4 0.8 0.3 -0.189
F -4.25687 4.81451 0.28511 0.0 -0.5 -0.9 -0.140
F -2.32227 3.60944 -0.23551 -0.5 1.0 -0.2 -0.168
F -3.39187 4.99614 -1.85929 0.5 0.2 0.3 -0.129
F -3.36023 2.65980 -2.01868 0.4 0.8 -0.2 -0.200
F -5.29411 3.75816 -1.69427 0.9 0.7 1.6 -0.194
B -3.35079 -1.43897 -5.54559 0.7 0.4 -0.2 -1.030
F -4.68179 -0.99098 -5.40527 1.0 0.0 -0.3 0.101
F -3.24819 -2.80886 -5.25893 -0.2 0.7 0.4 0.093
F -2.83602 -1.26593 -6.91099 -0.5 0.4 2.3 0.050
F -2.52976 -0.68577 -4.45699 -1.1 -1.2 -2.3 -0.056
B 2.43949 3.73836 3.98475 0.5 1.0 -0.5 -1.160
F 3.74209 3.41502 4.50867 -0.7 0.2 -0.3 0.059
F 2.56884 4.95491 3.17894 -0.5 -1.7 1.4 0.050
F 1.97639 2.68734 3.17507 0.2 -0.2 -0.3 0.095
F 1.51187 3.77838 5.06235 0.4 0.7 -0.3 0.082
B 3.60351 -3.23234 4.47512 -1.1 0.1 -0.5 -1.223
F 3.96249 -4.41977 3.90566 0.4 -0.7 -0.7 0.156
F 2.24631 -3.44145 4.98091 0.8 0.3 0.4 0.027
F 4.55964 -2.85072 5.41537 -0.7 0.4 0.0 0.130
F 3.41799 -2.22645 3.44910 0.6 -0.2 0.4 0.046
C 3.62929 1.68981 -4.99647 -2.2 -1.8 -1.9 -0.693
F 2.55320 1.70178 -4.19087 -0.4 -0.3 1.1 0.085
F 3.04990 1.66143 -6.25027 0.4 -0.2 0.1 0.068
F 4.18972 2.81668 -4.87984 1.9 2.7 0.4 0.204
S 4.67648 0.20795 -4.75266 0.7 -0.3 -1.8 0.415
O 5.52192 0.56994 -3.68292 1.4 1.1 2.5 -0.293
O 3.68160 -0.74887 -4.38846 -1.4 -1.2 0.3 -0.305
O 5.38000 -0.02847 -5.98376 -0.6 0.2 -0.2 -0.274
```
Positions in Å, forces in eV/Å.

Properties
E (eV): -182564.677
Kohn-Sham gap (eV): 9.338
Highest occupied orbital energy (eV): -10.934
E_LUMO (eV): -1.60
Net charge: +1